Record 1
{
  "formula": "C29H79N6O13",
  "method": "ωB97M-V/def2-TZVPD",
  "e_homo_ev": -6.6037,
  "charge": -1,
  "elements": ["C", "O", "O", "O", "H", "C", "C", "O", "O", "H", "H", "H", "H", "H", "H", "C", "C", "O", "O", "H", "H", "H", "H", "H", "H", "C", "C", "C", "O", "C", "N", "H", "H", "H", "H", "H", "H", "H", "H", "H", "H", "H", "C", "C", "C", "O", "C", "N", "H", "H", "H", "H", "H", "H", "H", "H", "H", "H", "H", "C", "C", "C", "O", "C", "N", "H", "H", "H", "H", "H", "H", "H", "H", "H", "H", "H", "C", "C", "C", "O", "C", "N", "H", "H", "H", "H", "H", "H", "H", "H", "H", "H", "H", "C", "C", "C", "O", "C", "N", "H", "H", "H", "H", "H", "H", "H", "H", "H", "H", "H", "C", "C", "C", "O", "C", "N", "H", "H", "H", "H", "H", "H", "H", "H", "H", "H", "H"],
  "coordinates": [[17.12646, -26.29623, -14.92969], [16.32773, -26.15453, -15.84934], [16.58756, -26.24978, -13.69718], [18.39080, -26.41756, -15.06533], [15.64763, -26.21621, -13.86639], [16.57810, -25.75718, -18.80743], [16.64080, -25.56865, -20.32102], [17.04737, -24.23846, -20.52905], [15.80371, -26.65650, -18.43522], [16.18381, -24.88674, -18.28015], [17.55010, -25.94859, -18.38018], [15.71359, -25.94787, -20.80884], [17.43107, -26.22382, -20.67624], [17.62530, -24.03064, -19.77137], [15.89622, -26.66031, -17.50346], [22.68083, -24.90833, -15.76593], [21.30746, -25.42574, -15.38663], [20.79975, -26.40629, -16.29064], [23.10970, -24.04804, -14.97395], [22.59846, -24.46055, -16.72058], [23.36430, -25.74963, -15.81987], [20.67198, -24.60543, -15.34164], [21.34516, -25.83812, -14.41468], [19.89820, -26.57014, -16.04580], [23.10437, -24.40261, -14.02159], [18.42587, -30.03308, -8.80926], [17.26126, -29.54222, -9.60354], [17.55781, -28.89429, -10.93889], [18.23871, -29.83914, -11.73046], [18.37081, -29.43226, -13.05288], [16.33956, -30.67030, -9.89451], [18.08735, -30.10506, -7.78437], [19.23283, -29.36517, -8.85085], [18.76763, -30.97017, -9.20891], [16.77050, -28.87971, -8.96197], [18.19561, -28.03399, -10.81799], [16.59008, -28.56754, -11.36530], [18.54510, -30.25901, -13.77390], [19.09090, -28.63726, -13.32971], [17.48829, -29.02169, -13.44504], [16.99560, -31.25741, -10.33487], [15.66043, -30.32050, -10.60815], [16.18448, -25.90700, -10.38745], [16.16494, -24.39862, -10.51070], [15.13321, -23.90053, -11.47313], [13.88171, -24.23937, -11.03511], [12.92029, -23.59318, -11.92006], [15.89764, -23.84647, -9.22333], [15.27391, -26.39057, -10.09525], [16.96971, -26.26191, -9.71778], [16.39142, -26.41391, -11.33579], [17.22337, -24.09677, -10.73113], [15.22491, -24.46483, -12.39665], [15.21086, -22.80819, -11.67891], [13.11076, -23.97139, -12.95757], [13.01692, -22.45144, -11.92005], [11.89908, -23.83482, -11.76882], [14.90579, -23.67622, -9.17399], [16.24297, -22.89592, -9.10738], [13.68308, -24.27054, -15.69817], [12.98334, -25.67600, -15.81819], [12.18213, -26.08892, -14.54952], [13.09789, -26.23428, -13.50235], [13.77579, -27.39271, -13.44345], [12.04304, -25.75164, -16.87244], [14.43517, -24.12456, -16.46777], [14.08751, -24.19457, -14.71559], [12.94658, -23.48536, -15.72188], [13.72999, -26.35602, -15.99813], [11.58265, -26.99708, -14.65441], [11.46844, -25.35903, -14.18986], [13.01549, -28.16029, -13.34697], [14.48234, -27.30201, -12.60859], [14.28800, -27.59684, -14.35063], [11.72813, -26.74036, -17.00522], [12.44289, -25.60807, -17.76919], [21.87164, -22.54794, -19.33085], [20.40737, -22.62950, -19.25576], [19.74672, -23.64109, -18.27355], [18.35818, -23.37793, -18.14333], [17.88888, -23.58754, -16.83296], [19.97431, -21.33044, -18.95530], [22.25629, -23.59056, -19.55622], [22.15273, -22.25051, -18.34171], [22.26499, -21.79573, -19.97027], [20.02541, -22.88598, -20.25995], [20.26394, -23.51746, -17.34241], [20.03403, -24.63264, -18.60136], [18.24576, -22.81420, -16.15528], [18.43224, -24.46175, -16.41298], [16.82142, -23.67282, -16.62603], [20.24311, -21.15332, -18.00822], [18.97963, -21.39044, -18.86093], [19.91704, -23.32745, -11.26584], [19.69019, -24.36956, -12.30095], [19.54877, -25.77744, -11.70594], [20.80134, -26.20199, -11.26319], [20.85087, -27.53683, -10.82192], [18.49529, -24.20416, -13.05001], [20.71141, -23.60902, -10.58738], [19.03116, -23.00900, -10.73574], [20.19827, -22.43693, -11.79026], [20.50062, -24.37258, -12.99492], [19.15261, -26.50334, -12.40537], [18.82704, -25.73249, -10.85454], [20.17921, -27.70304, -9.93879], [21.86351, -27.64380, -10.49352], [20.62329, -28.29033, -11.62798], [17.68436, -24.42507, -12.47723], [18.47801, -24.99025, -13.67823], [15.11119, -31.79258, -12.63756], [14.34328, -30.64641, -13.19264], [14.53107, -30.56677, -14.69284], [15.86920, -30.27914, -14.94262], [16.08190, -29.51027, -16.17586], [12.98590, -30.82921, -12.86344], [16.16809, -31.71175, -12.82115], [14.84181, -32.81000, -13.08575], [15.01371, -31.88098, -11.59411], [14.74546, -29.68688, -12.79591], [13.90366, -29.71826, -15.00167], [14.19067, -31.44274, -15.27432], [17.09178, -29.10389, -16.02458], [15.54898, -28.53916, -16.22922], [15.96908, -30.00689, -17.15693], [12.87121, -30.35714, -11.93373], [12.87368, -31.80153, -12.62556]],
  "mulliken_charge": [-0.0832, -0.6405, 2.0280, -0.6506, -1.2677, 0.2942, -0.5029, -0.6342, -0.6918, -0.0475, 0.0443, 0.3184, 0.2613, 0.4275, 0.5453, -0.8383, -0.2458, -0.7031, -0.5285, 0.2064, 0.3773, 0.3313, 0.5551, 0.6638, 0.3664, -1.5953, -0.2552, 2.4495, -0.5109, -0.0694, -0.7489, 0.3866, 0.3775, 0.3034, 0.6932, -1.0736, -0.7296, 0.4607, 0.0511, -0.3471, 0.4306, 0.1856, -1.2275, 2.1891, 0.2610, -0.4199, -0.6144, -0.9382, 0.6783, 0.5442, -0.2839, -1.2372, -0.6263, 0.6296, 0.0324, 0.3207, 0.3124, 0.3083, 0.3015, -0.9382, 2.4750, -1.3581, -0.0310, -1.4118, -0.7652, 0.1105, -0.2184, 0.5114, -1.0251, 0.5229, 0.1763, 0.6808, 0.0833, 0.2782, 0.2702, 0.3494, -1.5838, 0.3027, -0.2658, -0.5696, -0.6940, -0.8527, 0.2855, 0.3186, 0.4376, 0.3740, 0.3772, 0.2701, 0.4280, 0.2007, 0.2850, 0.3238, 0.3567, -1.8399, 0.4987, 0.0622, -0.4908, -0.5480, -0.3563, 0.3016, 0.1529, 0.4649, 0.2437, 0.4465, 0.0895, 0.0936, 0.4608, 0.1778, 0.0791, -0.3008, -2.0962, 2.6199, -0.9977, -0.2534, -0.4658, -0.7269, 0.3113, 0.3820, 0.7841, -1.3320, 0.2602, 0.3330, 0.0879, -0.0458, 0.3855, 0.3422, 0.3482]
}


Record 2
{
  "formula": "C29H80N14O13",
  "method": "ωB97M-V/def2-TZVPD",
  "smiles": "COCCNCCOC.COCCNCCOC.COCCNCCOC.COCCNCCOC.NC(N)=O.NC(N)=O.NC(N)=O.NC(N)=O.NC(N)=O",
  "e_homo_ev": -8.0701,
  "elements": ["C", "O", "C", "C", "N", "C", "C", "O", "C", "H", "H", "H", "H", "H", "H", "H", "H", "H", "H", "H", "H", "H", "H", "H", "C", "O", "C", "C", "N", "C", "C", "O", "C", "H", "H", "H", "H", "H", "H", "H", "H", "H", "H", "H", "H", "H", "H", "H", "C", "O", "C", "C", "N", "C", "C", "O", "C", "H", "H", "H", "H", "H", "H", "H", "H", "H", "H", "H", "H", "H", "H", "H", "C", "O", "C", "C", "N", "C", "C", "O", "C", "H", "H", "H", "H", "H", "H", "H", "H", "H", "H", "H", "H", "H", "H", "H", "C", "O", "N", "N", "H", "H", "H", "H", "C", "O", "N", "N", "H", "H", "H", "H", "C", "O", "N", "N", "H", "H", "H", "H", "C", "O", "N", "N", "H", "H", "H", "H", "C", "O", "N", "N", "H", "H", "H", "H"],
  "coordinates": [[-10.19635, -3.72112, -1.15377], [-9.80182, -3.12044, 0.08403], [-10.26521, -1.77466, 0.17588], [-10.00629, -1.24024, 1.59537], [-8.60248, -1.53236, 1.98376], [-7.49874, -0.96041, 1.19079], [-6.14966, -1.34345, 1.81287], [-5.08514, -0.76505, 1.06339], [-3.82578, -1.00482, 1.66865], [-10.10889, -4.77896, -0.91001], [-9.40468, -3.42378, -1.84641], [-11.17602, -3.47158, -1.55963], [-11.29801, -1.61314, -0.14221], [-9.65988, -1.23000, -0.55841], [-10.62453, -1.84941, 2.25623], [-10.17716, -0.18702, 1.81583], [-8.55271, -2.44482, 1.53434], [-7.61413, 0.11986, 1.06652], [-7.55476, -1.31464, 0.15599], [-6.01482, -2.42972, 1.86528], [-5.97788, -1.05959, 2.85494], [-3.80877, -2.08085, 1.86356], [-3.64992, -0.43981, 2.58887], [-2.94991, -0.74449, 1.07474], [-2.32554, 8.63013, 0.08012], [-1.77820, 7.32830, 0.25555], [-1.55528, 6.60664, -0.94963], [-0.80576, 5.34044, -0.50070], [-0.60273, 4.42373, -1.64764], [0.28756, 3.31248, -1.28041], [1.72677, 3.80572, -1.08402], [2.05951, 4.58213, -2.24712], [3.24178, 5.31165, -2.00780], [-3.40383, 8.68315, -0.08234], [-1.78129, 9.09761, -0.74407], [-2.11314, 9.18367, 0.99412], [-0.90640, 7.19072, -1.61169], [-2.43544, 6.35074, -1.54513], [-1.42100, 4.86022, 0.26364], [0.11244, 5.59319, 0.03515], [-0.07426, 5.02987, -2.26694], [0.32834, 2.61210, -2.11625], [-0.11396, 2.75244, -0.43656], [2.30542, 2.87617, -1.01676], [1.96094, 4.22880, -0.10674], [3.50924, 5.94537, -2.86196], [4.17152, 4.73748, -1.96967], [3.25433, 6.11152, -1.26267], [4.19911, 5.51599, 3.80536], [4.66477, 4.83903, 2.65813], [3.60408, 4.26697, 1.93283], [2.84649, 3.13303, 2.65342], [3.71770, 1.98685, 2.92253], [3.27009, 0.70320, 2.39786], [4.35462, -0.34300, 2.56455], [5.53179, 0.03404, 1.86893], [6.61778, -0.86706, 1.92768], [3.61500, 4.81085, 4.39715], [3.70166, 6.47008, 3.61819], [5.05528, 5.75781, 4.43722], [3.92719, 3.88627, 0.96430], [2.77527, 4.96715, 1.76685], [2.14160, 2.80654, 1.88080], [2.37890, 3.41908, 3.59333], [4.61410, 2.13434, 2.47068], [2.96266, 0.74890, 1.34970], [2.48870, 0.36477, 3.08065], [4.04742, -1.31291, 2.15893], [4.61077, -0.46529, 3.62172], [7.57246, -0.50020, 1.55171], [6.31779, -1.62927, 1.20035], [6.73801, -1.17185, 2.96936], [4.25589, -6.45851, 4.20217], [4.27651, -5.88691, 2.93773], [4.41657, -6.82809, 1.87259], [3.63990, -6.34497, 0.64869], [4.30330, -5.22537, -0.01629], [3.72988, -4.79763, -1.28238], [4.49931, -3.69798, -1.98279], [4.18814, -2.41764, -1.45604], [4.96757, -1.34544, -1.95975], [5.23602, -6.82212, 4.53987], [3.59020, -7.31097, 4.36169], [4.06944, -5.67715, 4.94021], [3.94338, -7.78341, 2.12207], [5.47855, -7.04033, 1.73725], [2.60623, -6.10965, 0.92391], [3.56306, -7.18358, -0.04792], [4.44495, -4.48539, 0.65830], [2.75251, -4.32612, -1.11492], [3.64531, -5.71822, -1.85924], [4.44423, -3.66154, -3.07390], [5.56023, -3.96307, -1.87401], [6.01279, -1.60717, -1.77614], [4.70436, -0.40633, -1.47795], [4.81405, -1.25873, -3.03990], [-0.77576, 0.53841, 3.55094], [-1.35488, 1.28297, 4.33814], [0.02399, -0.53062, 3.81542], [-0.77593, 0.77174, 2.22566], [0.57327, -0.79263, 3.01672], [0.27125, -0.85715, 4.73238], [-0.14108, 0.42275, 1.51755], [-1.51571, 1.42316, 2.00949], [-1.12217, -3.18466, -4.01744], [-0.75750, -2.00357, -4.18088], [-2.34470, -3.53132, -3.60094], [-0.27579, -4.24250, -4.11265], [-2.57990, -4.49135, -3.43429], [-2.96766, -2.76445, -3.40854], [0.70298, -4.11905, -4.40016], [-0.53214, -5.07584, -3.61350], [2.53151, -2.44614, -5.30170], [2.28888, -3.57190, -4.83300], [3.69871, -2.13082, -5.90513], [1.71834, -1.36897, -5.38685], [3.84421, -1.15264, -6.06438], [4.49332, -2.71813, -5.69929], [0.76341, -1.62286, -5.13015], [1.87269, -0.65475, -6.07103], [-3.37497, 2.36696, -0.34094], [-2.37840, 1.67795, -0.05112], [-4.63083, 1.91027, -0.18111], [-3.34191, 3.50887, -1.06359], [-5.39096, 2.50366, -0.45552], [-4.78164, 1.03519, 0.30322], [-4.22332, 3.98171, -1.13261], [-2.43442, 3.90672, -1.30861], [0.68250, -0.19622, -1.03334], [0.90416, 0.21975, 0.09936], [1.56422, -0.87284, -1.79932], [-0.53382, -0.13513, -1.60667], [2.49198, -1.04639, -1.45109], [1.20725, -1.46450, -2.53219], [-1.22309, 0.36864, -1.06035], [-0.70910, -0.32712, -2.57905]],
  "mulliken_charge": [-0.7436, -0.3763, -0.4821, -0.6561, -0.4468, -0.4596, -0.6692, -0.3905, -0.6849, 0.2405, 0.2869, 0.3108, 0.4997, 0.3101, 0.2858, 0.3666, 0.4047, 0.3120, 0.2622, 0.2853, 0.3726, 0.4820, 0.3641, 0.0062, -0.7415, -0.3094, -0.5627, -0.4965, -0.3454, 0.0958, 0.1506, -0.4630, -0.8877, 0.2581, 0.3258, 0.2440, 0.3525, 0.3186, 0.2390, 0.2737, 0.4913, 0.0402, -0.3897, 0.7662, -0.5898, 0.3491, 0.3351, 0.3241, -0.6897, -0.4548, -0.8179, 0.3035, -0.3669, 0.1884, -0.8843, -0.3105, -0.4939, 0.2786, 0.2491, 0.3157, 0.4747, 0.4134, -0.4699, 0.3957, 0.3037, 0.1438, -0.0122, 0.3923, 0.4610, 0.2241, 0.0337, 0.3035, -0.8149, -0.2091, -0.5855, -0.7275, -0.2378, -0.6924, -0.7120, -0.0027, -0.8328, 0.3154, 0.3128, 0.2482, 0.3942, 0.3053, 0.3017, 0.4272, 0.1920, 0.2768, 0.4730, 0.2636, 0.3956, 0.3523, 0.2754, 0.1676, 0.4459, -0.7303, -0.3065, 0.3111, 0.0738, 0.2392, 0.1619, -0.0293, 0.6739, -0.8069, -0.4326, -0.3049, 0.1580, 0.2474, 0.2841, 0.2079, 0.7242, -0.7740, -0.4784, -0.3286, 0.1874, 0.2981, 0.1740, 0.2191, 0.5126, -0.4460, -0.2924, -0.3251, 0.1294, 0.1672, 0.1727, 0.3736, 0.1659, -0.3699, 0.1459, 0.0769, -0.0616, -0.1452, -0.0593, 0.2139]
}


Results for HOMO-LUMO gap: 9.10 8.49 (in eV, following the order of the records).
Results for E_LUMO: 2.4928 0.4225 (in eV, following the order of the records).